Record 1
93
Properties=species:S:1:pos:R:3 method="wB97M-V/def2-TZVPD" multiplicity=4 de_lowest_kj_mol=114.5 s2=3.8497 e_homo_ev="-1.1 / -1.5" total_charge=-2
Co 0.26 0.39 -0.32
C 1.68 7.14 0.66
C 2.70 6.61 -0.31
C 3.69 7.44 -0.82
C 4.65 6.97 -1.70
C 4.60 5.64 -2.11
C 3.61 4.80 -1.63
C 2.67 5.27 -0.71
N 1.64 4.47 -0.21
C 1.60 3.07 -0.15
N 2.79 2.50 0.14
C 3.18 1.14 -0.03
C 2.21 0.14 -0.18
C 2.75 -1.16 -0.33
C 4.11 -1.42 -0.33
C 5.01 -0.39 -0.15
C 4.56 0.91 0.01
C 5.55 2.03 0.22
N 0.48 2.43 -0.26
C -0.69 3.21 -0.47
C -1.16 3.46 -1.75
C -2.35 4.16 -1.93
C -3.07 4.59 -0.83
C -2.59 4.35 0.45
C -1.39 3.66 0.65
C -0.88 3.36 2.02
H 1.92 8.15 0.97
H 1.62 6.50 1.55
H 0.68 7.16 0.22
H 3.71 8.48 -0.50
H 5.42 7.63 -2.08
H 5.32 5.26 -2.82
H 3.55 3.78 -1.98
H 0.76 4.91 -0.05
H 3.53 3.15 0.30
H 2.08 -2.00 -0.45
H 4.46 -2.44 -0.46
H 6.08 -0.58 -0.13
H 6.56 1.63 0.29
H 5.37 2.58 1.15
H 5.55 2.76 -0.59
H -0.59 3.10 -2.60
H -2.73 4.32 -2.93
H -4.02 5.10 -0.96
H -3.16 4.66 1.32
H -1.62 3.61 2.77
H 0.04 3.92 2.25
H -0.63 2.30 2.11
C -7.02 -1.77 1.57
C -6.99 -1.68 0.05
C -5.75 -0.95 -0.48
C -5.61 0.47 0.05
N -4.80 0.55 1.26
C -3.71 -0.24 1.48
Se -1.97 0.52 -1.20
N -3.18 0.26 2.63
C -1.92 -0.25 3.17
C -1.92 -1.75 3.42
C -2.66 -2.20 4.68
C -4.18 -2.28 4.51
C -3.89 1.33 3.12
C -3.73 2.16 4.23
C -4.64 3.20 4.39
C -5.68 3.41 3.48
C -5.84 2.58 2.38
C -4.94 1.54 2.21
H -7.90 -2.33 1.92
H -7.05 -0.79 2.04
H -6.13 -2.28 1.95
H -7.90 -1.18 -0.31
H -7.00 -2.69 -0.36
H -5.78 -0.91 -1.57
H -4.85 -1.50 -0.20
H -6.60 0.89 0.30
H -5.15 1.11 -0.71
H -1.71 0.31 4.09
H -1.13 -0.02 2.46
H -0.88 -2.09 3.45
H -2.36 -2.23 2.55
H -2.41 -1.54 5.52
H -2.29 -3.20 4.94
H -4.60 -1.31 4.24
H -4.67 -2.62 5.42
H -4.42 -2.98 3.71
H -2.93 2.01 4.93
H -4.54 3.86 5.24
H -6.37 4.23 3.64
H -6.65 2.74 1.68
Se 1.01 -4.91 2.27
Sb -0.17 -4.34 0.07
Se -0.69 -1.76 -0.49
Se -2.15 -5.25 1.28
Se 0.62 -5.50 -1.92

Record 2
91
Properties=species:S:1:pos:R:3 method="wB97M-V/def2-TZVPD" multiplicity=3 s2=2.0198 e_homo_ev="-10.2 / -10.6" total_charge=+1
V -0.05 0.45 -1.07
C 4.17 -2.03 -1.08
Si 2.91 -0.93 -1.91
C 3.75 0.63 -2.50
C 2.09 -1.82 -3.35
N 1.61 -0.48 -0.82
P 1.44 -0.41 0.84
C -0.01 0.47 1.04
P -1.49 -0.34 0.91
N -1.53 -0.79 -0.68
Si -2.64 -1.50 -1.82
C -2.58 -0.42 -3.36
C -4.38 -1.54 -1.12
C -2.04 -3.21 -2.28
C -2.89 0.79 1.15
C -3.63 0.85 2.33
C -4.65 1.78 2.48
C -4.95 2.66 1.46
C -4.22 2.61 0.28
C -3.21 1.68 0.13
C -1.77 -1.69 2.07
C -1.54 -1.44 3.42
C -1.81 -2.41 4.37
C -2.28 -3.66 3.97
C -2.47 -3.92 2.62
C -2.23 -2.94 1.67
C 2.86 0.45 1.53
C 3.97 -0.22 2.02
C 5.07 0.50 2.47
C 5.06 1.88 2.43
C 3.95 2.56 1.94
C 2.85 1.84 1.50
C 1.46 -2.11 1.45
C 1.19 -3.15 0.57
C 1.10 -4.45 1.03
C 1.28 -4.72 2.38
C 1.54 -3.68 3.27
C 1.62 -2.38 2.81
H 4.92 -2.31 -1.82
H 3.75 -2.94 -0.66
H 4.69 -1.49 -0.29
H 4.57 0.41 -3.19
H 4.18 1.17 -1.65
H 3.07 1.31 -3.02
H 2.79 -1.94 -4.18
H 1.23 -1.27 -3.74
H 1.74 -2.81 -3.07
H -3.25 0.44 -3.29
H -2.85 -0.97 -4.26
H -1.57 -0.02 -3.55
H -4.83 -0.55 -1.10
H -4.41 -1.94 -0.11
H -5.01 -2.19 -1.74
H -1.03 -3.17 -2.69
H -2.69 -3.65 -3.05
H -2.03 -3.90 -1.44
H -3.43 0.17 3.15
H -5.22 1.80 3.40
H -5.75 3.38 1.58
H -4.46 3.29 -0.54
H -2.68 1.65 -0.82
H -1.15 -0.47 3.73
H -1.64 -2.21 5.42
H -2.48 -4.42 4.70
H -2.82 -4.90 2.31
H -2.38 -3.16 0.63
H 3.99 -1.30 2.04
H 5.94 -0.03 2.86
H 5.92 2.44 2.78
H 3.94 3.64 1.92
H 1.96 2.37 1.16
H 1.03 -2.94 -0.48
H 0.90 -5.26 0.34
H 1.21 -5.74 2.75
H 1.66 -3.89 4.32
H 1.82 -1.57 3.50
N 0.41 7.11 -3.63
C 0.31 6.69 -2.35
O 0.34 7.43 -1.39
C 0.20 5.20 -2.14
C 0.62 4.24 -3.06
C 0.50 2.91 -2.73
N -0.02 2.50 -1.57
C -0.42 3.42 -0.67
C -0.32 4.77 -0.93
H 0.47 8.11 -3.79
H 0.24 6.51 -4.41
H 1.07 4.51 -4.01
H 0.83 2.14 -3.42
H -0.79 3.02 0.26
H -0.63 5.49 -0.19

Record 3
94
Properties=species:S:1:pos:R:3 method="wB97M-V/def2-TZVPD" e_homo_ev="-15.5 / -15.4" total_charge=+3
Os 0.74 0.52 2.81
C -4.23 -1.30 2.42
C -3.37 -0.89 1.27
C -3.80 -0.86 -0.03
C -2.95 -0.43 -1.08
N -1.72 -0.08 -0.84
N -1.28 -0.13 0.43
B 0.18 0.29 0.61
N 1.17 -0.73 0.00
N 0.74 -1.64 -0.87
C 1.65 -2.37 -1.49
C 3.03 -2.17 -1.26
C 3.48 -1.24 -0.34
C 4.92 -0.99 -0.04
C 2.46 -0.54 0.32
S 2.71 0.67 1.55
C 1.14 -3.38 -2.50
C 0.98 -2.63 -3.84
C 2.12 -4.54 -2.67
C -0.23 -3.93 -2.06
N 0.43 1.68 -0.06
N 0.72 1.64 -1.35
C 0.91 2.77 -1.99
C 0.75 4.01 -1.32
C 0.49 4.05 0.03
C 0.36 5.32 0.81
C 0.37 2.80 0.65
S 0.20 2.62 2.40
C 1.30 2.71 -3.45
C 2.64 3.45 -3.62
C 1.44 1.26 -3.92
C 0.21 3.42 -4.28
C -2.04 -0.48 1.46
S -1.34 -0.40 3.04
C -3.45 -0.35 -2.51
C -2.37 0.21 -3.44
C -4.69 0.57 -2.54
C -3.85 -1.76 -2.97
H -5.21 -1.61 2.07
H -3.78 -2.13 2.97
H -4.36 -0.47 3.12
H -4.82 -1.17 -0.26
H 3.75 -2.77 -1.80
H 5.56 -1.67 -0.60
H 5.19 0.04 -0.31
H 5.12 -1.11 1.03
H 1.94 -2.25 -4.20
H 0.58 -3.30 -4.59
H 0.30 -1.78 -3.73
H 3.06 -4.23 -3.15
H 2.35 -5.03 -1.72
H 1.68 -5.30 -3.33
H -0.97 -3.13 -1.96
H -0.58 -4.64 -2.80
H -0.15 -4.46 -1.10
H 0.87 4.93 -1.87
H 0.49 6.18 0.16
H -0.62 5.39 1.28
H 1.12 5.37 1.60
H 3.43 2.97 -3.03
H 2.94 3.41 -4.67
H 2.58 4.50 -3.34
H 2.22 0.74 -3.37
H 0.50 0.71 -3.80
H 1.71 1.26 -4.98
H 0.11 4.48 -4.01
H 0.48 3.38 -5.34
H -0.76 2.94 -4.16
H -2.10 1.23 -3.16
H -1.47 -0.41 -3.41
H -2.75 0.22 -4.46
H -4.45 1.58 -2.18
H -5.04 0.67 -3.57
H -5.52 0.18 -1.95
H -2.99 -2.44 -2.96
H -4.63 -2.20 -2.34
H -4.23 -1.72 -3.99
I 1.61 -2.04 3.58
C 1.17 -1.62 5.56
C 1.44 -2.62 6.49
C 1.16 -2.40 7.82
C 0.62 -1.18 8.22
C 0.34 -0.17 7.29
C -0.18 1.06 7.73
C -0.42 2.08 6.82
C -0.16 1.88 5.47
C 0.33 0.67 4.96
C 0.60 -0.37 5.89
H 1.87 -3.56 6.17
H 1.37 -3.18 8.56
H 0.40 -1.01 9.27
H -0.38 1.21 8.79
H -0.81 3.03 7.16
H -0.36 2.70 4.80

Record 4
99
Properties=species:S:1:pos:R:3 method="wB97M-V/def2-TZVPD" multiplicity=2 de_lowest_kj_mol=0.0 s2=0.7669 e_homo_ev="-10.9 / -11.6" total_charge=+1
Pb -1.48 -0.16 0.50
S 0.14 -4.59 1.90
C 0.47 -4.59 0.19
C 0.98 -5.61 -0.60
C 1.11 -5.38 -1.95
C 0.73 -4.15 -2.51
C 0.23 -3.13 -1.72
C 0.11 -3.36 -0.35
N -0.38 -2.45 0.58
C -0.44 -2.97 1.78
C -0.98 -2.23 2.93
C -1.03 -2.79 4.21
C -1.56 -2.06 5.26
C -2.05 -0.78 5.06
C -2.02 -0.20 3.79
C -1.48 -0.95 2.77
H 1.26 -6.57 -0.17
H 1.50 -6.15 -2.59
H 0.83 -4.00 -3.58
H -0.07 -2.19 -2.15
H -0.65 -3.79 4.38
H -1.59 -2.50 6.25
H -2.48 -0.22 5.88
H -2.44 0.78 3.63
C -1.89 2.49 -5.80
O -0.73 1.66 -5.80
C -0.22 1.28 -4.63
C 0.94 0.45 -4.74
C 1.55 0.00 -3.62
C 1.08 0.36 -2.30
C 1.83 -0.02 -1.20
C 2.95 -1.00 -1.26
O 1.55 0.43 0.00
C -0.14 1.16 -2.21
O -0.70 1.46 -1.10
C -0.74 1.61 -3.41
H -2.14 2.66 -6.84
H -1.68 3.44 -5.31
H -2.72 1.99 -5.29
H 1.32 0.21 -5.73
H 2.44 -0.59 -3.72
H 2.93 -1.63 -2.15
H 2.88 -1.65 -0.39
H 3.91 -0.49 -1.21
H -1.63 2.22 -3.30
F -3.60 0.87 0.63
Sb -5.30 0.69 1.62
F -5.89 -0.38 0.18
F -4.49 -0.87 2.34
F -6.86 0.44 2.61
F -4.46 1.70 2.97
F -5.90 2.24 0.76
C 0.72 2.04 2.12
Si 2.24 1.43 1.25
C 3.08 2.87 0.36
C 4.08 2.43 -0.71
C 1.97 3.69 -0.33
C 3.80 3.79 1.36
C 3.25 0.35 2.42
C 4.48 -0.34 1.81
C 3.72 1.22 3.60
C 2.33 -0.75 2.98
H 0.95 2.92 2.73
H 0.28 1.31 2.79
H -0.03 2.36 1.40
H 3.60 1.87 -1.52
H 4.89 1.83 -0.30
H 4.53 3.31 -1.17
H 1.35 3.08 -1.00
H 2.42 4.48 -0.92
H 1.31 4.16 0.40
H 4.72 3.35 1.72
H 3.18 4.04 2.22
H 4.06 4.72 0.86
H 5.08 0.33 1.18
H 4.21 -1.21 1.22
H 5.14 -0.69 2.61
H 4.58 1.84 3.33
H 4.03 0.58 4.42
H 2.94 1.88 3.98
H 1.87 -1.34 2.18
H 1.53 -0.35 3.61
H 2.92 -1.44 3.59
C -4.73 -2.88 -2.41
C -4.59 -3.15 -1.05
C -3.66 -2.43 -0.33
N -2.89 -1.50 -0.90
C -3.03 -1.23 -2.20
C -3.94 -1.91 -2.99
H -5.46 -3.42 -3.00
H -5.21 -3.88 -0.55
H -3.54 -2.59 0.74
H -2.40 -0.45 -2.61
H -4.02 -1.67 -4.04
Cl -2.72 3.88 0.97
C -2.44 4.22 -0.74
Cl -3.66 3.46 -1.78
H -1.47 3.82 -1.02
H -2.50 5.29 -0.89

Record 5
91
Properties=species:S:1:pos:R:3 method="wB97M-V/def2-TZVPD" e_homo_ev=-13.6 total_charge=+2
Ir 0.23 0.51 -0.57
N -0.73 2.35 -0.59
C -0.22 3.26 -1.61
C -1.11 3.85 -2.48
C -0.64 4.68 -3.48
C 0.73 4.90 -3.60
C 1.61 4.29 -2.71
C 1.16 3.47 -1.69
C 2.10 2.83 -0.74
C 3.27 3.52 -0.38
C 4.23 2.95 0.44
C 4.04 1.66 0.92
C 2.88 0.97 0.61
C 1.92 1.55 -0.20
H -1.73 2.21 -0.76
H -0.66 2.74 0.35
H -2.18 3.68 -2.37
H -1.33 5.16 -4.16
H 1.11 5.53 -4.38
H 2.67 4.45 -2.83
H 3.41 4.53 -0.74
H 5.12 3.51 0.69
H 4.79 1.19 1.55
H 2.74 -0.02 1.04
C 0.73 1.99 2.83
C 0.06 0.67 2.61
O -0.23 -0.07 3.57
N -0.25 0.19 1.38
Te -1.20 -1.56 1.81
C -2.90 -0.94 2.94
C -3.14 -0.92 4.32
C -2.14 -1.26 5.37
C -4.40 -0.51 4.75
C -5.41 -0.12 3.88
C -6.76 0.29 4.38
C -5.13 -0.13 2.52
C -3.91 -0.55 2.02
C -3.77 -0.52 0.51
C 0.68 -2.53 2.17
C 1.46 -2.39 1.00
C 1.01 -1.91 -0.36
C 2.81 -2.75 1.05
C 3.38 -3.29 2.20
C 4.83 -3.69 2.24
C 2.56 -3.49 3.30
C 1.21 -3.13 3.30
C 0.41 -3.46 4.53
H 0.24 2.48 3.67
H 0.72 2.63 1.96
H 1.77 1.80 3.11
H -1.37 -1.92 4.99
H -2.63 -1.75 6.21
H -1.65 -0.36 5.73
H -4.59 -0.50 5.82
H -6.77 0.40 5.47
H -7.51 -0.46 4.12
H -7.07 1.23 3.94
H -5.89 0.19 1.82
H -4.61 0.05 0.09
H -3.82 -1.53 0.08
H -2.86 -0.04 0.15
H -0.07 -1.96 -0.53
H 1.41 -2.54 -1.15
H 1.49 -0.90 -0.59
H 3.41 -2.64 0.16
H 5.36 -3.34 1.35
H 4.92 -4.78 2.28
H 5.32 -3.28 3.12
H 2.97 -3.96 4.18
H 0.83 -4.31 5.04
H -0.62 -3.72 4.26
H 0.40 -2.62 5.22
C -0.94 -1.74 -5.87
C 0.17 -1.04 -6.65
C 1.46 -1.84 -6.66
C 0.39 0.40 -6.17
N 0.71 0.48 -4.74
C -0.09 0.65 -3.69
N 0.66 0.62 -2.61
N 1.94 0.40 -3.02
N 1.96 0.32 -4.29
H -1.09 -2.74 -6.26
H -1.89 -1.20 -5.94
H -0.68 -1.84 -4.81
H -0.17 -0.91 -7.68
H 1.87 -1.96 -5.65
H 2.22 -1.37 -7.28
H 1.28 -2.84 -7.06
H -0.51 1.00 -6.31
H 1.21 0.88 -6.69
H -1.15 0.85 -3.75